Computed, not measured: a 8-piece molecular cluster, C11H29N7O17S overall, with ωB97M-V/def2-TZVPD.

Summary:
SMILES = C[N+](=O)[O-].C[N+](=O)[O-].C[N+](=O)[O-].C[N+](=O)[O-].C[N+](=O)[O-].C[N+](=O)[O-].O=S1(=O)OCCO1.CN(C)C=O
LUMO = -0.41 eV
Total energy = -2496.495650 Ha
HOMO-LUMO gap = 9.8 eV
ΔE to the lowest compared entry with this formula, charge and spin = 0.000 eV
F_max = 0.9 eV Å⁻¹

```
65
Properties=species:S:1:pos:R:3:forces:R:3:lowdin_charge:R:1
C -9.984438 14.251844 -31.424232 0.213 -0.263 -0.086 0.0610
N -11.322576 13.621396 -31.583177 0.145 -0.163 -0.138 -0.4261
O -11.367457 12.418047 -31.769468 -0.058 0.244 0.083 0.0675
O -12.280900 14.354965 -31.500691 -0.187 -0.094 -0.077 0.0664
H -9.890374 14.507278 -30.372155 -0.011 0.136 -0.026 0.1046
H -9.943149 15.128043 -32.061521 -0.184 0.151 0.131 0.0801
H -9.237273 13.521615 -31.712069 -0.017 -0.057 0.046 0.0965
C -13.061679 16.699312 -29.711875 -0.359 0.099 0.499 0.0437
N -13.341247 16.233810 -28.318490 0.632 0.288 0.100 -0.4197
O -13.083764 15.055865 -28.115485 -0.245 -0.168 0.165 0.0271
O -13.684514 17.023832 -27.470491 -0.135 -0.214 -0.210 0.0928
H -12.007819 16.495216 -29.848290 -0.005 -0.057 -0.376 0.0744
H -13.287205 17.751969 -29.787078 -0.024 0.075 0.099 0.0646
H -13.710227 16.099723 -30.339519 0.197 0.007 -0.235 0.0713
C -13.372078 20.768831 -31.240912 0.281 0.130 -0.231 0.0430
N -14.493034 21.430018 -31.969145 -0.097 -0.069 0.006 -0.4486
O -14.746634 21.017083 -33.086679 0.028 -0.084 0.202 0.0538
O -15.041028 22.368573 -31.436631 -0.069 0.032 0.071 0.0698
H -13.446492 19.692965 -31.347091 -0.094 0.003 -0.149 0.0880
H -13.343939 21.072880 -30.202689 -0.237 0.126 0.013 0.1028
H -12.500031 21.137551 -31.774235 0.137 -0.152 0.138 0.0769
C -17.481175 19.258968 -30.448932 0.182 0.322 -0.013 0.0613
N -16.272212 19.585446 -29.633043 0.009 -0.338 -0.087 -0.4343
O -15.377102 18.756695 -29.628478 -0.101 0.167 -0.125 0.0319
O -16.260333 20.619046 -29.012431 0.006 0.213 0.086 0.0845
H -17.145826 18.989489 -31.445157 0.069 -0.235 0.064 0.0992
H -18.097230 20.148633 -30.495055 -0.090 -0.033 0.168 0.0957
H -17.958566 18.430627 -29.936711 -0.108 -0.064 -0.141 0.1030
C -15.524881 13.218095 -32.527493 0.876 -0.065 -0.321 0.0608
N -15.660442 14.620659 -32.056916 0.000 -0.077 0.058 -0.4323
O -15.773644 14.801933 -30.858856 0.019 0.032 -0.065 0.0565
O -15.658707 15.493926 -32.895905 -0.040 0.117 0.006 0.0714
H -14.970622 12.660089 -31.780355 -0.511 0.021 0.018 0.0629
H -14.920171 13.236471 -33.430578 -0.229 0.161 -0.113 0.1008
H -16.512575 12.827414 -32.740050 -0.088 -0.059 0.204 0.1110
C -8.710720 18.266164 -28.577246 -0.135 0.016 -0.217 0.0527
N -9.185782 19.668090 -28.741570 -0.337 -0.164 0.536 -0.4448
O -8.369466 20.550084 -28.604428 0.107 0.115 -0.250 0.0757
O -10.376835 19.827332 -28.930092 0.152 0.080 -0.072 0.0469
H -7.901374 18.111982 -29.284562 0.056 -0.001 0.068 0.0971
H -9.558978 17.623761 -28.777043 0.023 -0.085 -0.004 0.0841
H -8.361967 18.170343 -27.554845 0.078 -0.007 0.018 0.1030
O -16.478345 9.636511 -28.960622 -0.070 -0.464 -0.162 -0.2084
S -15.946853 10.905609 -28.656119 0.367 -0.034 0.070 0.5700
O -16.771366 11.912664 -28.110083 -0.398 0.607 0.240 -0.2060
O -14.656573 10.739250 -27.744632 -0.104 -0.113 -0.007 -0.1835
C -13.637976 11.674076 -28.123874 0.177 0.033 -0.395 -0.1326
C -14.078108 12.285696 -29.477035 -0.103 -0.137 0.459 -0.1636
O -15.179789 11.469081 -29.924225 0.041 -0.247 0.050 -0.2169
H -13.521446 12.445455 -27.368134 -0.031 -0.037 0.076 0.1220
H -12.724435 11.096506 -28.246138 0.035 0.025 0.160 0.1285
H -13.303784 12.175104 -30.228840 -0.006 0.254 -0.039 0.1005
H -14.423024 13.307279 -29.344714 0.112 0.038 -0.206 0.0966
C -7.890176 19.549376 -33.319997 0.321 -0.078 0.132 -0.0546
N -9.027181 19.334959 -32.456251 -0.139 0.312 0.529 -0.1859
C -9.812275 20.493453 -32.046691 -0.542 -0.079 -0.726 -0.0368
C -9.558848 18.108800 -32.302594 0.136 -0.013 -0.304 -0.3601
O -10.674579 17.874927 -31.881987 -0.023 -0.160 0.354 0.0138
H -7.325597 20.414607 -32.977038 -0.027 0.029 0.010 0.0891
H -8.192855 19.715859 -34.355693 0.047 -0.017 -0.038 0.0953
H -7.222743 18.688763 -33.256303 -0.059 -0.016 -0.185 0.0866
H -10.282502 20.349853 -31.078804 0.265 -0.087 0.070 0.0525
H -9.188101 21.381441 -32.063318 0.087 -0.021 0.163 0.0955
H -10.637494 20.642353 -32.753981 0.127 0.090 -0.061 0.0905
H -8.857653 17.308471 -32.611259 -0.061 0.029 -0.034 0.1300
```
Positions in Å, forces in eV/Å.